(1)
This record from the Open Molecules 2025 dataset describes 3 unconnected molecules or ions with the total composition C28H47Br2FN2O5 in a non-equilibrium geometry. The level of theory is ωB97M-V with the def2-TZVPD basis set.

Each line ends with the Löwdin charge.
Element x y z (Å)
C: 0.292 -0.057 2.739  -0.030
C: 1.398 0.820 2.222  -0.365
F: 2.378 0.964 3.198  -0.004
C: 2.004 0.265 0.923  -0.045
C: 3.436 0.593 0.810  -0.059
C: 4.498 -0.196 0.996  -0.161
C: 4.493 -1.625 1.387  -0.695
Br: 4.804 -2.681 -0.214  0.776
C: 5.506 -1.925 2.479  -0.797
C: 5.193 -1.108 3.716  -0.127
Br: 5.492 -3.809 2.937  0.701
C: 5.708 0.621 0.729  -0.370
O: 6.840 0.483 1.079  0.185
O: 5.273 1.732 0.005  0.144
C: 3.980 1.938 0.452  -0.367
O: 3.500 3.017 0.615  0.190
H: -0.454 -0.129 1.962  0.077
H: -0.119 0.322 3.664  0.084
H: 0.683 -1.063 2.873  0.086
H: 0.970 1.797 2.011  0.140
H: 1.459 0.688 0.085  0.143
H: 1.894 -0.813 0.904  0.115
H: 3.519 -1.904 1.764  0.090
H: 6.504 -1.681 2.146  0.081
H: 5.725 -1.510 4.568  0.067
H: 5.516 -0.080 3.593  0.087
H: 4.135 -1.131 3.956  0.081
C: -4.893 3.572 2.282  -0.029
C: -3.434 3.122 2.049  -0.487
C: -2.472 4.082 2.750  -0.131
C: -2.325 5.429 2.044  -0.168
C: -1.978 5.235 0.568  -0.130
C: -2.955 4.317 -0.165  -0.498
N: -3.124 3.037 0.587  -0.090
O: -2.129 2.243 0.372  -0.034
C: -4.304 5.031 -0.358  -0.033
C: -2.436 4.013 -1.563  -0.043
C: -3.300 1.736 2.654  -0.043
H: -5.542 3.237 1.474  0.089
H: -5.275 3.136 3.204  0.082
H: -4.999 4.650 2.384  0.067
H: -1.485 3.613 2.813  0.120
H: -2.814 4.228 3.776  0.127
H: -3.239 6.020 2.148  0.102
H: -1.536 6.006 2.529  0.114
H: -1.952 6.200 0.057  0.125
H: -0.969 4.816 0.494  0.125
H: -5.047 4.347 -0.770  0.092
H: -4.178 5.852 -1.062  0.088
H: -4.708 5.464 0.553  0.059
H: -1.432 3.595 -1.545  0.078
H: -2.403 4.938 -2.137  0.087
H: -3.092 3.311 -2.079  0.092
H: -3.941 1.014 2.146  0.098
H: -3.590 1.759 3.704  0.090
H: -2.277 1.372 2.609  0.052
C: 0.738 -3.472 -4.794  -0.031
C: 1.100 -3.955 -3.372  -0.486
C: 0.610 -5.388 -3.160  -0.132
C: -0.902 -5.503 -2.982  -0.172
C: -1.400 -4.553 -1.896  -0.132
C: -0.965 -3.106 -2.123  -0.498
N: 0.514 -3.037 -2.345  -0.089
O: 1.154 -3.109 -1.227  -0.039
C: -1.737 -2.503 -3.309  -0.032
C: -1.331 -2.261 -0.919  -0.046
C: 2.620 -3.927 -3.290  -0.054
H: 0.641 -2.388 -4.828  0.089
H: 1.525 -3.748 -5.493  0.082
H: -0.182 -3.912 -5.176  0.066
H: 1.101 -5.802 -2.274  0.126
H: 0.934 -5.995 -4.009  0.126
H: -1.416 -5.302 -3.926  0.102
H: -1.158 -6.529 -2.713  0.113
H: -2.490 -4.587 -1.838  0.125
H: -1.025 -4.893 -0.926  0.126
H: -1.353 -1.512 -3.555  0.093
H: -2.786 -2.396 -3.037  0.088
H: -1.710 -3.112 -4.207  0.057
H: -0.916 -2.664 0.002  0.077
H: -2.415 -2.236 -0.816  0.089
H: -0.979 -1.236 -1.043  0.089
H: 3.000 -2.910 -3.398  0.092
H: 3.022 -4.530 -4.103  0.087
H: 3.004 -4.337 -2.358  0.057

Values from the calculation:
HOMO level (alpha / beta), eV: -8.5 / -9.5
Largest force on an atom, eV/A: 1.71
DFT total energy, a.u.: -6828.61284
Spin multiplicity: 3
Gap between HOMO and LUMO (alpha / beta), eV: 7.895 / 8.894
E_LUMO (alpha / beta), eV: -0.58 / -0.58

(2)
This record from the Open Molecules 2025 dataset describes a molecular structure, C28H47BrNO3P3V in a non-equilibrium geometry. The level of theory is ωB97M-V with the def2-TZVPD basis set.

Each line ends with the Löwdin charge.
Element x y z (Å)
C: 0.763 -7.714 -0.117  0.033
C: 1.528 -6.652 -0.624  -0.191
C: 2.707 -6.957 -1.329  0.027
C: 3.089 -8.303 -1.452  -0.066
N: 2.363 -9.284 -0.934  0.128
C: 1.233 -9.027 -0.295  -0.065
C: 1.148 -5.272 -0.373  0.195
C: 1.125 -4.086 -0.078  0.106
C: 0.982 -2.787 0.406  -0.177
C: -0.237 -2.210 0.100  0.042
C: -0.564 -1.061 0.844  -0.218
C: 0.394 -0.539 1.788  -0.274
C: 1.647 -1.085 2.011  -0.075
C: 1.948 -2.223 1.279  0.081
V: -0.672 0.875 0.979  0.434
P: -1.751 1.537 -0.992  0.931
H: 3.329 -6.169 -1.752  0.127
H: -0.162 -7.533 0.426  0.130
H: 4.007 -8.566 -1.985  0.138
H: 0.660 -9.870 0.101  0.138
H: 2.889 -2.759 1.410  0.165
H: -0.940 -2.691 -0.592  0.158
H: 2.371 -0.631 2.688  0.117
H: -1.566 -0.554 0.644  0.056
C: -1.986 3.359 -0.961  -0.349
C: -1.938 4.094 -2.301  -0.095
H: -1.213 3.769 -0.290  0.084
H: -2.944 3.513 -0.440  0.099
H: -2.261 5.134 -2.143  0.113
H: -0.920 4.129 -2.708  0.074
H: -2.599 3.661 -3.062  0.077
C: -0.588 1.093 -2.324  -0.360
C: -0.957 -0.132 -3.153  -0.096
H: 0.380 0.903 -1.836  0.038
H: -0.457 1.986 -2.950  0.098
H: -0.139 -0.342 -3.856  0.104
H: -1.089 -1.027 -2.527  0.067
H: -1.866 0.018 -3.747  0.090
C: -3.405 0.882 -1.448  -0.350
C: -4.161 1.561 -2.586  -0.096
H: -4.013 0.863 -0.530  0.069
H: -3.215 -0.167 -1.708  0.088
H: -5.073 0.986 -2.797  0.109
H: -4.476 2.585 -2.354  0.089
H: -3.581 1.585 -3.518  0.082
Br: 0.701 1.616 3.181  0.658
P: 3.582 2.356 -0.359  1.226
C: 2.281 2.647 -1.600  -0.393
C: 2.670 3.776 -2.566  -0.110
H: 1.359 2.888 -1.048  0.070
H: 2.138 1.708 -2.153  0.074
H: 2.053 3.738 -3.473  0.090
H: 2.522 4.760 -2.103  0.094
H: 3.722 3.706 -2.878  0.090
C: 3.068 3.183 1.190  -0.400
C: 4.276 3.557 2.056  -0.117
H: 2.366 2.511 1.722  -0.052
H: 2.505 4.082 0.900  0.102
H: 3.938 4.050 2.976  0.097
H: 4.865 2.674 2.338  0.085
H: 4.945 4.251 1.535  0.093
C: 3.664 0.554 -0.060  -0.376
C: 4.848 -0.083 -0.813  -0.111
H: 2.709 0.124 -0.396  0.070
H: 3.747 0.392 1.024  0.082
H: 4.963 -1.132 -0.517  0.086
H: 4.676 -0.059 -1.896  0.089
H: 5.797 0.430 -0.605  0.094
C: -4.942 2.262 2.122  -0.054
O: -3.512 2.267 2.076  -0.300
P: -2.606 0.897 2.181  0.762
O: -2.450 0.618 3.774  -0.298
C: -2.215 1.700 4.696  -0.103
O: -3.787 -0.226 1.844  -0.291
C: -3.800 -1.474 2.559  -0.057
H: -5.365 1.961 1.151  0.098
H: -5.229 3.303 2.320  0.120
H: -5.342 1.620 2.921  0.114
H: -2.053 2.656 4.181  0.082
H: -3.086 1.775 5.359  0.125
H: -1.321 1.448 5.270  0.074
H: -2.834 -1.988 2.484  0.086
H: -4.077 -1.339 3.611  0.111
H: -4.567 -2.103 2.083  0.119

Values from the calculation:
HOMO level (alpha / beta), eV: -18.2 / -18.2
Charge: +4
Largest force on an atom, eV/A: 7.94
DFT total energy, a.u.: -5915.87055
Spin multiplicity: 2
Gap between HOMO and LUMO (alpha / beta), eV: 2.876 / 2.856
E_LUMO (alpha / beta), eV: -15.28 / -15.30

Question: What is the spin multiplicity in the first record?
Answer: 3

Question: Which value of largest force on an atom does entry 2 give?
Answer: 7.94 eV/A